Entry 1:
A cluster of 2 separate species, C3H7ClN2S in total in a non-equilibrium geometry, computed with the ωB97M-V functional and the def2-TZVPD basis.

HOMO level: -6.9 eV
DFT total energy: -1086.16924 hartree
Kohn-Sham gap: 7.20 eV
lowest unoccupied orbital energy: 0.3 eV
net charge: 0

Cartesian coordinates (Å):
C -1.4256 0.1021 -0.0149
C -0.3965 2.2006 0.0967
C -0.2544 -2.6537 0.1213
N -3.1663 1.1656 -0.1005
N -0.2921 0.8021 0.1214
S -1.7348 -1.5473 -0.0758
Cl -4.3518 0.1655 0.0807
H -0.1663 2.6180 -0.9732
H -1.4120 2.2772 0.4121
H 0.4357 2.6434 0.6235
H 0.6614 -2.3601 -0.4506
H -0.5996 -3.6188 -0.2398
H -0.0495 -2.6670 1.1553
H 0.6995 0.3382 -0.2098

Entry 2:
An isolated molecule of C5H11NO, computed with the ωB97M-V functional and the def2-TZVPD basis.

HOMO level: -9.4 eV
SMILES string: NCCCCC=O
DFT total energy: -327.08677 hartree
Kohn-Sham gap: 10.35 eV
lowest unoccupied orbital energy: 0.9 eV
net charge: 0

Cartesian coordinates (Å):
O 0.1448 1.5151 -2.3988
C -0.6674 1.4125 -1.5185
C -0.3301 1.6006 -0.0619
C 0.8750 0.7403 0.3970
C 0.9084 -0.6570 -0.1993
C -0.3646 -1.4908 0.0322
N -0.7422 -1.7288 1.4157
H -1.7205 1.1900 -1.7969
H -1.2028 1.3955 0.5448
H -0.0204 2.6404 0.0298
H 1.8218 1.2279 0.1657
H 0.7886 0.6199 1.4794
H 1.1463 -0.6583 -1.2674
H 1.7320 -1.2206 0.2632
H -1.2261 -1.0586 -0.4770
H -0.2163 -2.4601 -0.4430
H -0.0085 -2.2073 1.9273
H -0.9180 -0.8608 1.9078